Entry from the OMol25 dataset: 16 unconnected molecules or ions with the total composition C49H70Cl4O37 (ωB97M-V/def2-TZVPD).

As for the spin multiplicity: 1. As for the total energy: -177798.1879 eV. As for the charge: 0. As for the gap between HOMO and LUMO: 10.39 eV.

Last column: Löwdin charge in e.
Cartesian coordinates (Å):
C (18.029, 21.586, 9.178)  -1.035
Cl (17.604, 22.074, 10.837)  0.537
Cl (18.785, 20.026, 9.038)  0.555
H (17.109, 21.493, 8.601)  0.019
H (18.635, 22.387, 8.692)  0.048
C (19.459, 17.159, 10.791)  -0.969
Cl (17.842, 17.310, 11.532)  0.607
Cl (19.352, 16.679, 9.100)  0.551
H (19.867, 18.166, 10.845)  -0.008
H (20.061, 16.449, 11.400)  0.046
O (11.417, 16.345, 17.988)  0.082
C (10.613, 15.808, 17.256)  -0.439
O (10.072, 16.488, 16.189)  0.002
C (9.133, 15.656, 15.508)  -0.154
C (8.751, 14.617, 16.508)  -0.126
C (10.094, 14.405, 17.286)  -0.045
H (9.616, 15.118, 14.702)  0.125
H (8.305, 16.286, 15.151)  0.137
H (8.407, 13.726, 16.014)  0.100
H (8.113, 14.859, 17.342)  0.118
H (10.830, 13.805, 16.732)  0.108
H (10.068, 14.036, 18.300)  0.131
O (12.105, 11.996, 18.753)  0.148
C (12.753, 12.644, 18.014)  -0.447
O (12.746, 12.506, 16.611)  -0.041
C (13.835, 13.236, 16.001)  -0.133
C (14.137, 14.310, 17.030)  -0.142
C (13.868, 13.655, 18.394)  -0.028
H (13.474, 13.686, 15.080)  0.096
H (14.636, 12.529, 15.788)  0.130
H (13.484, 15.121, 16.801)  0.078
H (15.140, 14.700, 16.815)  0.114
H (13.589, 14.301, 19.231)  0.116
H (14.700, 13.001, 18.689)  0.133
O (14.173, 21.170, 11.317)  0.080
C (13.838, 22.009, 12.120)  -0.408
O (14.691, 23.080, 12.420)  -0.021
C (14.176, 23.884, 13.480)  -0.188
C (13.013, 23.188, 14.079)  -0.131
C (12.555, 22.189, 12.926)  -0.023
H (13.839, 24.852, 13.077)  0.130
H (15.039, 24.028, 14.120)  0.126
H (12.202, 23.881, 14.315)  0.115
H (13.287, 22.631, 14.967)  0.092
H (11.796, 22.650, 12.300)  0.133
H (12.254, 21.226, 13.299)  0.101
O (17.151, 13.372, 6.704)  0.120
C (17.199, 13.391, 7.901)  -0.430
O (16.235, 14.011, 8.683)  0.001
C (16.607, 14.040, 10.073)  -0.144
C (17.646, 12.901, 10.214)  -0.143
C (18.302, 12.834, 8.860)  -0.061
H (15.725, 13.941, 10.710)  0.106
H (17.082, 15.013, 10.265)  0.073
H (17.205, 11.918, 10.405)  0.103
H (18.219, 13.145, 11.103)  0.101
H (18.530, 11.851, 8.487)  0.118
H (19.139, 13.509, 8.761)  0.105
O (16.025, 11.512, 12.916)  0.050
C (15.118, 12.093, 12.304)  -0.525
O (14.447, 13.046, 12.879)  0.012
C (13.234, 13.422, 12.156)  -0.092
C (13.265, 12.598, 10.844)  -0.118
C (14.378, 11.600, 11.063)  -0.063
H (13.239, 14.486, 12.048)  0.089
H (12.480, 13.156, 12.876)  0.105
H (13.364, 13.248, 9.979)  0.100
H (12.284, 12.130, 10.767)  0.116
H (15.051, 11.405, 10.223)  0.121
H (13.928, 10.656, 11.382)  0.126
C (17.876, 14.500, 15.058)  -0.107
C (17.531, 14.397, 13.580)  -0.088
O (18.855, 14.568, 13.030)  0.002
C (19.831, 14.418, 13.944)  -0.588
O (20.985, 14.501, 13.755)  0.178
O (19.243, 14.103, 15.136)  0.040
H (17.351, 13.808, 15.700)  0.126
H (17.772, 15.513, 15.481)  0.115
H (16.908, 15.174, 13.065)  0.111
H (17.200, 13.381, 13.382)  0.098
C (20.684, 16.322, 16.514)  -0.071
C (21.569, 17.385, 17.215)  -0.105
O (21.631, 18.435, 16.254)  0.026
C (20.733, 18.184, 15.200)  -0.550
O (20.470, 19.011, 14.389)  0.154
O (20.081, 17.058, 15.419)  0.055
H (19.875, 15.853, 17.081)  0.132
H (21.325, 15.517, 16.138)  0.124
H (22.593, 17.071, 17.379)  0.123
H (21.199, 17.852, 18.145)  0.134
C (17.876, 20.382, 14.602)  -0.098
C (18.186, 19.974, 16.069)  -0.088
O (17.192, 20.714, 16.778)  0.069
C (16.147, 20.941, 15.957)  -0.609
O (15.015, 21.083, 16.295)  0.138
O (16.531, 20.849, 14.705)  0.050
H (17.919, 19.530, 13.909)  0.105
H (18.404, 21.240, 14.114)  0.143
H (19.105, 20.217, 16.574)  0.136
H (17.996, 18.889, 16.005)  0.113
C (13.956, 18.676, 8.743)  -0.061
C (14.953, 18.592, 9.909)  -0.125
O (14.480, 17.474, 10.635)  0.043
C (13.754, 16.725, 9.830)  -0.628
O (13.307, 15.663, 10.105)  0.151
O (13.705, 17.278, 8.641)  0.089
H (14.361, 18.919, 7.775)  0.135
H (13.066, 19.226, 9.042)  0.114
H (15.035, 19.371, 10.647)  0.091
H (15.939, 18.376, 9.449)  0.111
C (10.496, 17.038, 11.875)  -0.061
C (9.573, 18.060, 12.633)  -0.082
O (9.617, 19.179, 11.762)  0.079
C (10.666, 19.113, 10.940)  -0.579
O (11.105, 19.954, 10.203)  0.140
O (11.232, 17.914, 11.017)  0.052
H (10.033, 16.234, 11.283)  0.141
H (11.161, 16.592, 12.610)  0.100
H (9.974, 18.393, 13.578)  0.104
H (8.557, 17.747, 12.749)  0.122
C (12.546, 10.059, 14.433)  -0.119
C (11.935, 9.432, 15.696)  -0.092
O (10.688, 10.133, 15.777)  0.076
C (10.781, 11.285, 15.096)  -0.552
O (9.995, 12.200, 15.075)  0.139
O (11.893, 11.305, 14.327)  0.023
H (12.354, 9.406, 13.560)  0.138
H (13.615, 10.225, 14.563)  0.131
H (12.472, 9.648, 16.622)  0.125
H (11.778, 8.334, 15.578)  0.143
C (14.075, 17.575, 19.028)  -0.105
C (13.822, 18.235, 17.692)  -0.117
O (15.014, 17.998, 16.967)  0.058
C (15.936, 17.429, 17.758)  -0.601
O (16.987, 17.053, 17.388)  0.158
O (15.467, 17.357, 18.993)  0.091
H (13.498, 16.633, 19.205)  0.119
H (13.914, 18.260, 19.838)  0.129
H (13.637, 19.294, 17.909)  0.131
H (12.983, 17.883, 17.090)  0.101
C (9.463, 19.582, 17.720)  -0.081
C (10.514, 19.940, 16.651)  -0.093
O (9.768, 19.888, 15.437)  0.041
C (8.463, 19.670, 15.654)  -0.621
O (7.633, 19.659, 14.827)  0.184
O (8.254, 19.489, 16.954)  0.070
H (9.354, 20.414, 18.415)  0.126
H (9.631, 18.641, 18.270)  0.128
H (11.308, 19.194, 16.536)  0.106
H (10.953, 20.917, 16.838)  0.128
C (13.971, 18.821, 13.803)  -0.064
C (15.203, 17.903, 13.750)  -0.079
O (14.650, 16.594, 14.035)  0.062
C (13.320, 16.695, 14.259)  -0.564
O (12.615, 15.785, 14.597)  0.134
O (12.896, 17.962, 14.203)  0.057
H (13.625, 19.263, 12.857)  0.120
H (14.088, 19.556, 14.605)  0.115
H (15.898, 18.174, 14.531)  0.109
H (15.618, 17.800, 12.762)  0.055